The following is a quantum chemistry calculation of a structure of composition C48H70AlBClN7O4Sb, from OMol25.

Structure (XYZ):
```
133
Properties=species:S:1:pos:R:3:mulliken_charge:R:1
Al 1.00 -1.29 -0.42 -1.3701
C -2.83 0.00 -2.39 -1.6038
C -2.16 0.34 -1.05 3.7127
C -2.99 1.40 -0.31 -1.7753
C -2.03 -0.89 -0.20 -1.1546
C -3.04 -1.56 0.48 -0.6096
C -2.43 -2.64 1.12 0.1275
C -3.06 -3.69 1.98 1.7207
C -4.11 -3.08 2.90 -1.7607
C -3.67 -4.79 1.10 -1.3788
N -1.12 -2.60 0.82 0.5283
N -0.87 -1.54 0.00 0.5102
B 0.05 -3.54 1.21 0.4467
N 0.75 -4.03 -0.09 0.6228
N 1.54 -3.15 -0.79 0.5641
C 2.23 -3.87 -1.70 -0.2294
C 1.86 -5.20 -1.59 -0.4966
C 0.93 -5.27 -0.57 0.0018
C 0.19 -6.48 -0.07 0.9603
C 1.15 -7.63 0.20 -1.7485
C -0.87 -6.88 -1.10 -1.6786
C 3.25 -3.34 -2.67 0.0710
C 2.73 -3.48 -4.11 -1.5206
C 3.77 -1.93 -2.37 -0.4874
N 1.07 -2.71 2.01 0.2957
N 1.51 -1.52 1.47 0.7330
C 2.32 -0.95 2.39 -0.0158
C 2.41 -1.80 3.49 -0.8574
C 1.62 -2.89 3.22 -0.1822
C 1.41 -4.09 4.11 0.0473
C 1.93 -5.38 3.47 -1.3201
C -0.02 -4.25 4.62 -1.4002
C 3.02 0.36 2.23 3.0949
C 3.15 1.08 3.58 -2.0913
C 4.41 0.14 1.61 -1.3911
H -2.79 0.86 -3.05 0.1485
H -2.37 -0.85 -2.90 0.4064
H -3.87 -0.26 -2.24 0.4087
H -1.17 0.75 -1.23 -1.0392
H -4.00 1.02 -0.11 0.5333
H -2.54 1.68 0.64 0.3608
H -3.09 2.29 -0.93 0.2787
H -4.08 -1.29 0.53 0.6179
H -2.28 -4.14 2.59 -0.8464
H -4.98 -2.73 2.34 0.3288
H -4.45 -3.82 3.62 0.4644
H -3.71 -2.23 3.46 0.3939
H -4.43 -4.37 0.44 0.3686
H -2.91 -5.27 0.48 0.1242
H -4.13 -5.55 1.72 0.4413
H -0.35 -4.46 1.83 -0.5964
H 2.25 -6.02 -2.17 0.6358
H -0.31 -6.21 0.86 -0.0915
H 1.61 -7.98 -0.72 0.3971
H 1.94 -7.35 0.89 0.3084
H 0.61 -8.47 0.63 0.4454
H -0.41 -7.16 -2.04 0.3836
H -1.45 -7.73 -0.74 0.4292
H -1.56 -6.06 -1.30 0.3546
H 4.09 -4.03 -2.58 0.6465
H 1.82 -2.91 -4.29 0.2625
H 3.49 -3.12 -4.81 0.4286
H 2.51 -4.52 -4.35 0.4217
H 4.83 -1.94 -2.14 0.4866
H 3.30 -1.47 -1.50 -0.5543
H 3.62 -1.25 -3.21 0.3033
H 2.98 -1.63 4.39 0.5684
H 2.04 -3.88 4.98 0.5859
H 1.34 -5.65 2.60 0.0814
H 2.97 -5.27 3.15 0.3800
H 1.88 -6.20 4.18 0.4837
H -0.66 -4.74 3.88 0.1462
H -0.03 -4.87 5.52 0.5096
H -0.47 -3.29 4.88 0.3074
H 2.44 0.99 1.57 -1.5352
H 3.86 0.57 4.23 0.4370
H 3.51 2.09 3.42 0.4674
H 2.19 1.13 4.10 0.4248
H 5.02 -0.48 2.27 0.4256
H 4.34 -0.35 0.64 0.1427
H 4.92 1.09 1.47 0.3877
N 0.54 -1.05 -2.42 -0.1589
H -0.42 -1.31 -2.64 0.2084
H 1.14 -1.61 -3.02 -0.0438
H 0.67 -0.08 -2.72 0.2195
C -1.49 7.41 -1.49 -1.2326
C -2.28 6.52 -2.41 1.0801
C -3.22 7.10 -3.26 -0.6450
C -3.97 6.34 -4.14 -0.6914
C -3.80 4.97 -4.20 -0.6883
C -2.86 4.38 -3.37 -1.1990
C -2.10 5.13 -2.46 0.4576
Sb -0.76 3.93 -1.30 1.0313
C 0.86 5.31 -1.03 0.9551
C 1.18 5.79 0.24 -0.4342
C 2.28 6.61 0.43 -1.0925
C 3.08 6.95 -0.65 -0.6698
C 2.77 6.47 -1.91 -0.9219
C 1.67 5.64 -2.12 0.7413
C 1.37 5.13 -3.51 -1.3998
C -1.73 4.21 0.61 1.1636
C -2.90 4.94 0.70 -1.0567
C -3.60 5.03 1.90 -0.9232
C -3.13 4.38 3.02 -0.9137
C -1.97 3.62 2.94 -0.3942
C -1.26 3.52 1.74 0.0408
C -0.03 2.65 1.69 -0.4641
H -1.96 8.39 -1.42 0.4994
H -0.47 7.56 -1.86 0.2483
H -1.40 7.00 -0.49 0.0880
H -3.36 8.17 -3.22 0.4159
H -4.70 6.83 -4.78 0.3936
H -4.37 4.37 -4.89 0.4478
H -2.72 3.30 -3.42 0.3392
H 0.54 5.55 1.08 0.3289
H 2.50 6.98 1.42 0.4395
H 3.94 7.59 -0.51 0.3822
H 3.39 6.75 -2.76 0.4036
H 1.61 4.07 -3.59 0.1419
H 1.96 5.66 -4.25 0.4658
H 0.32 5.25 -3.77 0.2053
H -3.30 5.45 -0.17 0.4099
H -4.51 5.62 1.95 0.4510
H -3.66 4.45 3.96 0.3938
H -1.60 3.10 3.81 0.4523
H 0.16 2.19 2.65 0.2534
H 0.85 3.22 1.40 0.1520
H -0.15 1.85 0.95 -0.0639
O 1.78 1.54 -2.53 -0.6909
Cl 2.50 1.44 -1.30 1.9800
O 2.36 2.58 -0.48 -0.4275
O 3.84 1.04 -1.49 -0.6150
O 1.81 0.32 -0.50 -0.4918
```

As for the relative energy (zero: lowest compared OMol25 entry of this formula, charge and spin): 0.0 kJ/mol. As for the net charge: +1.



The following is a quantum chemistry calculation of the molecule C18H18N4O7, from OMol25.

Structure (XYZ):
```
47
Properties=species:S:1:pos:R:3:mulliken_charge:R:1
O 1.58 -1.35 -1.15 -0.8162
C 2.54 -0.90 -0.53 0.7946
N 2.55 -0.88 0.82 -0.1706
C 1.58 -1.50 1.74 0.0534
C 2.25 -1.68 3.14 -0.7239
O 2.68 -0.40 3.65 -0.5635
C 0.27 -0.70 1.83 0.4931
O -0.12 -0.30 2.94 -0.6512
N -0.34 -0.39 0.61 0.5272
N -1.53 0.25 0.39 -1.0458
C -2.08 1.08 1.24 -0.4857
C -3.37 1.62 0.89 0.1041
C -3.99 2.51 1.75 -0.4208
C -5.35 3.01 1.54 0.6218
C -6.14 2.77 0.46 -0.4608
C -7.31 3.52 0.62 -0.2535
C -7.17 4.19 1.82 -0.1726
N -8.15 5.07 2.30 0.9882
O -9.10 5.28 1.57 -0.5839
O -8.01 5.54 3.42 -0.5842
O -5.99 3.81 2.46 -0.3360
O 3.60 -0.35 -1.05 -0.3917
C 3.68 -0.31 -2.47 -1.0554
C 4.22 -1.62 -3.03 0.6953
C 5.48 -2.10 -2.66 -0.3360
C 5.92 -3.34 -3.14 -0.5041
C 5.16 -4.06 -4.03 -0.3127
C 3.89 -3.61 -4.41 -0.5488
C 3.42 -2.39 -3.92 -0.2734
H 3.36 -0.44 1.23 0.3105
H 1.30 -2.50 1.31 0.2411
H 1.52 -2.12 3.82 0.3246
H 3.10 -2.37 3.08 0.4353
H 1.91 0.17 3.85 0.3496
H 0.17 -0.80 -0.18 0.3242
H -1.61 1.41 2.16 0.3501
H -3.84 1.34 -0.05 0.2746
H -3.52 2.77 2.68 0.3959
H -5.84 2.21 -0.42 0.3635
H -8.14 3.59 -0.07 0.4848
H 4.41 0.50 -2.70 0.3892
H 2.76 -0.04 -2.96 0.4697
H 6.08 -1.52 -1.96 0.3890
H 6.87 -3.71 -2.76 0.3570
H 5.58 -5.01 -4.43 0.3188
H 3.30 -4.18 -5.14 0.3561
H 2.41 -2.06 -4.24 0.2793
```

As for the relative energy (zero: lowest compared OMol25 entry of this formula, charge and spin): 0.0 kJ/mol. As for the net charge: 0. Its structure (SMILES) is O=C(N[C@@H](CO)C(=O)N/N=C/C=C/c1ccc([N+](=O)[O-])o1)OCc1ccccc1.



The following is a quantum chemistry calculation of a structure of composition C2H3O2Se, from OMol25.

Structure (XYZ):
```
8
Properties=species:S:1:pos:R:3:mulliken_charge:R:1
C 2.28 -0.14 0.35 0.7077
C -1.83 -0.64 -0.42 -0.7196
O 2.61 0.97 0.42 -0.4183
O 2.32 -1.31 0.29 -0.4171
Se -0.26 0.38 -0.17 -0.3728
H -2.52 -0.43 -1.32 0.1338
H -2.36 -0.85 0.62 0.1167
H -0.23 2.02 0.23 -0.0305
```

As for the relative energy (zero: lowest compared OMol25 entry of this formula, charge and spin): 269.7 kJ/mol. As for the net charge: -1.



The following is a quantum chemistry calculation of a cluster of 2 separate species, C4H10O in total, from OMol25.

Structure (XYZ):
```
15
Properties=species:S:1:pos:R:3:mulliken_charge:R:1
C 0.80 2.32 0.11 -1.1163
C 1.42 1.01 -0.31 -0.0995
C 0.89 -0.17 -0.04 -0.0679
C 1.49 -1.43 -0.56 -1.1029
H 1.21 2.66 1.06 0.2671
H -0.26 2.21 0.26 0.3170
H 1.08 3.08 -0.61 0.3124
H 2.31 1.04 -0.93 0.2931
H -0.02 -0.15 0.54 0.3086
H 0.71 -2.17 -0.74 0.3166
H 2.00 -1.24 -1.49 0.3134
H 2.17 -1.92 0.14 0.2583
O -4.91 -1.68 1.09 -0.6413
H -4.04 -1.24 1.11 0.3193
H -4.84 -2.32 0.37 0.3221
```

As for the relative energy (zero: lowest compared OMol25 entry of this formula, charge and spin): 88.7 kJ/mol. As for the net charge: 0. Its structure (SMILES) is C/C=C/C.O.



The following is a quantum chemistry calculation of the molecule C4H7N, from OMol25.

Structure (XYZ):
```
12
Properties=species:S:1:pos:R:3:mulliken_charge:R:1
C -2.33 -0.65 0.17 -0.3093
N -1.47 -0.44 -0.74 -0.4697
C -0.13 -0.73 -0.34 -0.2908
C 0.83 0.16 -0.60 -0.1921
C 1.91 0.81 0.23 -0.8963
H -2.02 -0.54 1.21 0.2985
H -3.38 -0.68 -0.11 0.2594
H -0.14 -1.68 0.19 0.4587
H 0.46 0.79 -1.42 0.2981
H 2.73 1.27 -0.31 0.3151
H 2.13 0.04 0.98 0.3026
H 1.42 1.63 0.74 0.2258
```

As for the relative energy (zero: lowest compared OMol25 entry of this formula, charge and spin): 238.1 kJ/mol. As for the net charge: 0. Its structure (SMILES) is C=N/C=C/C.



The following is a quantum chemistry calculation of the molecule C6H8S2, from OMol25.

Structure (XYZ):
```
16
Properties=species:S:1:pos:R:3:mulliken_charge:R:1
C -2.74 0.89 -0.43 -1.2930
C -1.99 -0.13 0.37 0.3966
C -0.95 -0.96 -0.30 -0.3403
C 0.04 -2.13 -0.10 -0.7868
S 1.56 -1.06 -0.15 -0.0769
C 0.67 0.50 0.25 -0.1063
S 1.28 1.96 -0.07 -0.2540
C -0.56 0.01 0.85 -0.1527
H -3.68 0.46 -0.92 0.3234
H -2.98 1.76 0.21 0.3140
H -2.14 1.27 -1.29 0.2997
H -2.48 -0.50 1.23 0.4167
H -0.65 -0.63 -1.31 0.2734
H -0.09 -2.72 0.77 0.3817
H 0.03 -2.75 -0.97 0.3794
H -0.31 -0.46 1.82 0.2251
```

As for the relative energy (zero: lowest compared OMol25 entry of this formula, charge and spin): 296.4 kJ/mol. As for the net charge: 0. Its structure (SMILES) is C[C@H]1[C@@H]2CSC(=S)[C@@H]12.



These records have largest force on an atom values of 0.35, 2.82, 2.56, 0.75, 2.33, 2.10 eV Å⁻¹, in the order they appear.
These records have HOMO-LUMO gap values of 8.06, 7.30, 6.02, 9.87, 9.22, 8.50 eV, in the order they appear.